# 1
ORCA calculation (wB97M-V/def2-TZVPD) on a molecular structure, C6H23AlB2NO2.

Each line ends with the Mulliken charge.
Positions of all 35 atoms, in Å:
Al: 0.93705 1.75206 0.12261  1.169
O: 1.84849 -0.98577 -0.09256  -0.157
O: -1.98095 1.31470 -0.59673  -0.215
N: -0.73004 -0.75745 0.53671  0.155
C: 2.92263 -1.43736 -0.95329  -0.911
C: 1.28265 -2.09923 0.69422  -0.712
C: -2.10097 -0.52747 0.97885  -0.732
C: 0.06868 -1.60468 1.41641  -0.724
C: -2.45469 1.81318 -1.88383  -0.797
C: -2.86281 0.27568 -0.10214  -0.722
B: 0.74094 1.54824 3.26838  0.400
B: 1.34239 0.94185 -2.77118  0.234
H: 1.98119 -2.46190 1.44828  0.440
H: -2.61175 -1.48118 1.11162  0.425
H: -3.51464 2.05430 -1.96439  0.344
H: 0.00662 0.98403 2.71460  -0.575
H: 0.37954 -0.98155 2.25497  0.340
H: 3.69324 -2.00158 -0.42799  0.380
H: -0.78822 -1.37338 -0.26162  0.168
H: 2.32191 1.08854 -2.34310  -0.137
H: -2.35815 1.04716 -2.65326  0.330
H: -2.09315 0.05099 1.90266  0.315
H: 0.73884 0.29417 -2.15434  -0.307
H: -3.72323 0.80720 0.30440  0.429
H: 0.83139 1.89080 -2.82246  -0.207
H: -1.75224 2.60706 -2.13765  0.242
H: 1.06192 -2.94287 0.04028  0.439
H: -0.43705 -2.48870 1.80479  0.401
H: 1.69044 1.44255 2.76685  -0.119
H: -3.23746 -0.38106 -0.88728  0.435
H: 0.82198 1.18363 4.28067  0.072
H: 1.48782 0.48499 -3.73780  0.102
H: 2.50182 -2.07496 -1.73077  0.354
H: 3.43357 -0.59242 -1.41495  0.285
H: 0.55224 2.61041 3.28903  -0.142

Forces on atoms 1 to 3 (eV/Å):
-0.91 -3.54 -0.08
0.17 -0.77 0.52
-0.85 -0.32 -0.89

Output
- total energy (Ha) = -739.02577
- strongest force on any atom (hartree/bohr) = 0.113
- ΔE to the lowest compared entry with this formula, charge and spin (kJ/mol) = 582.1
- gap between HOMO and LUMO (eV) = 4.15
- net charge = +1

=====

# 2
ORCA calculation (wB97M-V/def2-TZVPD) on a single C6H10O molecule.

Each line ends with the Mulliken charge.
Positions of all 17 atoms, in Å:
O: -0.37172 0.95991 1.89556  -0.507
C: -0.99050 1.27394 0.66683  -0.677
C: -1.16969 -1.22556 -0.06866  -0.750
C: 0.31202 -1.54125 -0.05227  -0.584
C: 1.96809 0.35808 -0.78225  -1.222
C: -0.73015 0.23165 -0.42357  -0.014
C: 0.68566 -0.31508 -0.44656  0.432
H: -2.07821 1.38826 0.80702  0.316
H: 2.06198 1.30839 -0.24708  0.303
H: -1.73260 -1.33353 0.86749  0.273
H: -1.11697 0.60163 -1.38157  0.505
H: -0.59006 2.24613 0.35061  0.336
H: -0.21124 0.00052 1.90932  0.332
H: 2.00940 0.58165 -1.85356  0.285
H: -1.73340 -1.72451 -0.86396  0.282
H: 2.82812 -0.26636 -0.53139  0.307
H: 0.86366 -2.45204 0.16942  0.384

Forces on atoms 1 to 3 (eV/Å):
0.08 -0.51 0.15
-0.16 0.14 -0.38
-0.19 -0.06 0.06

Output
- total energy (Ha) = -309.79980
- strongest force on any atom (hartree/bohr) = 0.010
- SMILES string = CC1=CC[C@H]1CO
- ΔE to the lowest compared entry with this formula, charge and spin (kJ/mol) = 111.8
- gap between HOMO and LUMO (eV) = 10.37

=====

# 3
ORCA calculation (wB97M-V/def2-TZVPD) on a gas-phase ion, C6H14N3S (charge +1).

Each line ends with the Mulliken charge.
Positions of all 24 atoms, in Å:
S: 1.13088 1.92778 0.08602  -0.118
N: 0.25256 -0.09139 2.31193  -0.454
N: 0.76839 -0.28088 -1.24089  0.005
N: 3.07127 0.45455 -0.93146  -0.547
C: 0.67455 -0.97364 1.23160  -0.846
C: -0.58094 1.02656 0.23729  -0.082
C: 1.84915 0.65854 -0.80064  0.432
C: -1.33213 -1.36597 -0.15580  -1.548
C: -0.11339 -0.42192 -0.03420  0.009
C: -1.53330 1.48349 -0.87270  -1.299
H: -1.08417 -2.43363 -0.26321  0.435
H: -0.65640 -0.21943 2.70617  0.203
H: -1.42736 1.32828 -2.00481  0.302
H: -1.55809 2.61466 -0.61551  0.331
H: -2.03653 -1.13462 0.67714  0.375
H: 1.66512 -0.60535 1.07084  0.555
H: 1.18720 -1.18697 -1.49574  0.431
H: -2.56171 1.31375 -0.71646  0.451
H: -1.96099 -0.91175 -0.91274  0.480
H: 3.43706 -0.18158 -1.62498  0.262
H: 0.18342 -0.10284 -2.08712  0.388
H: -0.95067 1.24007 1.18723  0.738
H: 1.07556 -0.02642 2.92584  0.224
H: 0.50049 -2.11130 1.32220  0.274

Forces on atoms 1 to 3 (eV/Å):
-1.46 0.27 0.52
2.16 -0.88 0.40
-0.75 -2.21 -0.97

Output
- total energy (Ha) = -799.14625
- strongest force on any atom (hartree/bohr) = 0.093
- SMILES string = [H]/N=C1\[NH2+][C@@](C)(CN)[C@H](C)S1
- ΔE to the lowest compared entry with this formula, charge and spin (kJ/mol) = 264.6
- gap between HOMO and LUMO (eV) = 9.90
- net charge = +1

=====

# 4
ORCA calculation (wB97M-V/def2-TZVPD) on a single C4H6O2 molecule.

Each line ends with the Mulliken charge.
Positions of all 12 atoms, in Å:
O: 0.50843 1.31570 -1.74497  -0.540
O: 1.61564 -0.76470 -0.67254  -0.580
C: -0.01699 -0.15893 1.01607  -0.487
C: 0.26232 -0.58218 -0.42011  0.069
C: -0.28947 0.56265 -1.23942  -0.001
C: -1.42660 0.16951 1.13107  -0.430
H: -1.36037 0.78859 -1.35441  0.508
H: -0.03403 -1.04756 1.67871  0.322
H: -1.61124 0.70421 2.06765  0.177
H: -0.29859 -1.48440 -0.66881  0.269
H: 1.90711 -0.02118 -1.22778  0.374
H: 0.74379 0.51829 1.43454  0.319

Forces on atoms 1 to 3 (eV/Å):
0.04 0.18 -0.32
0.32 -0.05 -0.13
-0.51 0.14 0.00

Output
- total energy (Ha) = -306.32434
- strongest force on any atom (hartree/bohr) = 0.025
- ΔE to the lowest compared entry with this formula, charge and spin (kJ/mol) = 477.7
- gap between HOMO and LUMO (eV) = 8.41